1.
{
  "formula": "C52H65N2O",
  "method": "wB97M-V/def2-TZVPD",
  "e_homo_ev": -9.03,
  "lumo_ev": -5.248,
  "homo_lumo_gap_ev": 3.785,
  "largest_force_ha_per_bohr": 0.0508,
  "charge": 1,
  "species": ["C", "C", "C", "C", "C", "C", "C", "C", "C", "C", "C", "C", "C", "C", "N", "C", "C", "N", "C", "C", "C", "C", "C", "C", "C", "C", "C", "C", "C", "C", "C", "C", "C", "C", "C", "C", "C", "C", "C", "C", "H", "H", "H", "H", "H", "H", "H", "H", "H", "H", "H", "H", "H", "H", "H", "H", "H", "H", "H", "H", "H", "H", "H", "H", "H", "H", "H", "H", "H", "H", "H", "H", "H", "H", "H", "H", "H", "H", "H", "H", "H", "H", "H", "H", "H", "H", "H", "H", "H", "H", "H", "H", "C", "O", "C", "C", "C", "C", "C", "C", "C", "C", "C", "C", "C", "C", "C", "H", "H", "H", "H", "H", "H", "H", "H", "H", "H", "H", "H", "H"],
  "xyz": [[-1.380, -2.332, -0.186], [-2.670, -2.096, 0.565], [-3.736, -2.885, -0.215], [-2.628, -2.702, 1.970], [-2.955, -0.557, 0.604], [-3.863, -0.070, -0.343], [-4.542, 1.118, -0.120], [-4.255, 1.861, 1.021], [-3.137, 1.588, 1.817], [-2.864, 2.617, 2.981], [-1.391, 2.966, 3.114], [-3.461, 2.083, 4.290], [-3.547, 3.973, 2.734], [-2.390, 0.399, 1.511], [-1.068, 0.195, 2.055], [-0.875, -0.175, 3.451], [0.613, -0.195, 3.631], [1.156, -0.122, 2.263], [2.607, -0.263, 2.156], [3.191, -1.560, 2.298], [2.465, -2.935, 2.428], [3.220, -4.010, 1.635], [1.085, -2.922, 1.821], [2.447, -3.378, 3.896], [4.582, -1.670, 2.371], [5.414, -0.613, 2.040], [4.858, 0.652, 1.965], [3.492, 0.865, 2.159], [3.173, 2.342, 2.533], [4.044, 3.323, 1.732], [3.477, 2.530, 4.028], [1.744, 2.697, 2.226], [0.127, 0.121, 1.350], [0.176, 0.333, -0.036], [1.436, 0.594, -0.709], [2.396, -0.430, -0.884], [3.667, -0.131, -1.359], [3.957, 1.164, -1.809], [2.994, 2.177, -1.719], [1.735, 1.893, -1.192], [-0.543, -1.919, 0.370], [-1.200, -3.401, -0.372], [-1.404, -1.822, -1.152], [-4.743, -2.714, 0.183], [-3.722, -2.668, -1.291], [-3.527, -3.961, -0.117], [-3.435, -2.286, 2.588], [-2.759, -3.794, 1.918], [-1.667, -2.532, 2.458], [-4.097, -0.648, -1.237], [-5.320, 1.448, -0.810], [-4.903, 2.711, 1.246], [-0.967, 3.217, 2.136], [-1.271, 3.842, 3.768], [-0.807, 2.166, 3.564], [-4.553, 2.029, 4.190], [-3.107, 1.080, 4.552], [-3.229, 2.764, 5.121], [-4.622, 3.938, 2.933], [-3.126, 4.721, 3.419], [-3.371, 4.328, 1.714], [-1.364, 0.519, 4.144], [-1.322, -1.162, 3.639], [0.983, 0.666, 4.218], [0.965, -1.097, 4.155], [4.176, -4.276, 2.092], [2.610, -4.922, 1.590], [3.390, -3.666, 0.608], [0.395, -2.302, 2.389], [1.161, -2.559, 0.792], [0.654, -3.933, 1.801], [1.911, -2.680, 4.547], [1.962, -4.359, 3.985], [3.474, -3.469, 4.273], [5.043, -2.616, 2.660], [6.488, -0.751, 1.903], [5.538, 1.494, 1.836], [4.031, 3.068, 0.665], [3.661, 4.345, 1.846], [5.079, 3.344, 2.092], [2.858, 1.864, 4.643], [4.532, 2.308, 4.239], [3.281, 3.566, 4.330], [1.070, 2.097, 2.828], [1.555, 3.755, 2.443], [1.528, 2.503, 1.169], [-0.778, 0.512, -0.517], [2.100, -1.455, -0.655], [4.435, -0.909, -1.381], [4.947, 1.386, -2.212], [3.228, 3.193, -2.061], [0.970, 2.670, -1.112], [-1.129, 2.158, -9.453], [-1.043, 2.814, -8.168], [-1.182, 2.073, -7.035], [-1.101, 2.760, -5.800], [-1.099, 2.065, -4.608], [-1.197, 0.630, -4.563], [-0.975, -0.157, -3.395], [-1.184, -1.604, -3.499], [-2.511, -2.106, -3.626], [-2.730, -3.434, -3.973], [-1.647, -4.290, -4.220], [-0.336, -3.814, -4.133], [-0.107, -2.519, -3.685], [-1.411, -0.015, -5.828], [-1.390, 0.673, -7.024], [-1.092, 2.968, -10.186], [-0.263, 1.496, -9.597], [-2.075, 1.602, -9.551], [-0.993, 3.843, -5.868], [-0.985, 2.611, -3.669], [-0.525, 0.297, -2.520], [-3.357, -1.424, -3.513], [-3.751, -3.812, -4.063], [-1.815, -5.330, -4.488], [0.509, -4.463, -4.390], [0.908, -2.151, -3.521], [-1.519, -1.099, -5.853], [-1.489, 0.151, -7.976]],
  "atomic_forces_ev_per_a": [[0.735, -0.225, 0.055], [0.199, 0.225, -0.459], [-0.479, 0.054, -0.008], [0.028, -0.012, 0.206], [0.267, -0.081, -0.211], [-0.420, 0.088, 0.265], [0.208, 0.155, 0.059], [-0.280, 0.038, -0.193], [0.159, 0.085, -0.002], [-0.064, -0.170, -0.414], [0.480, -0.023, 0.224], [-0.117, -0.199, 0.145], [-0.220, 0.200, -0.151], [-0.216, 0.224, -0.098], [-0.557, -0.588, 0.792], [-0.946, -0.531, 0.329], [1.079, 0.261, 0.109], [-0.073, -0.060, 0.301], [0.337, 0.057, 0.251], [-0.128, -0.087, 0.157], [0.252, 0.243, 0.138], [0.201, -0.164, -0.147], [-0.483, -0.106, 0.117], [-0.011, -0.038, 0.155], [0.364, -0.035, -0.349], [-0.157, 0.043, 0.255], [0.160, -0.316, -0.060], [-0.045, 0.248, 0.067], [0.059, -0.250, -0.504], [0.250, 0.155, -0.080], [0.021, -0.144, 0.061], [-0.553, 0.175, 0.032], [0.280, 0.648, -1.986], [-0.094, -0.069, 2.610], [0.779, 0.068, -0.981], [-0.332, 0.570, -0.008], [0.114, 0.170, -0.330], [0.034, 0.001, 0.330], [0.000, -0.188, -0.331], [0.174, -0.625, 0.062], [-0.267, -0.235, -0.352], [-0.083, 0.116, 0.087], [-0.027, -0.149, 0.229], [0.071, 0.020, -0.155], [-0.089, 0.020, 0.304], [0.043, 0.341, 0.017], [0.188, -0.156, -0.026], [0.004, 0.324, -0.014], [-0.241, 0.032, -0.071], [-0.144, -0.066, 0.459], [0.190, -0.072, 0.181], [0.384, -0.302, -0.084], [0.015, -0.091, 0.163], [-0.048, -0.213, -0.149], [0.000, 0.260, -0.191], [0.207, -0.039, 0.088], [-0.107, 0.218, -0.017], [-0.037, -0.141, -0.195], [0.089, 0.023, -0.196], [-0.131, -0.246, -0.109], [-0.064, 0.023, 0.115], [0.199, -0.191, -0.295], [0.160, 0.258, 0.102], [-0.185, -0.237, -0.137], [-0.155, 0.297, -0.287], [-0.140, -0.006, -0.205], [0.127, 0.150, 0.046], [0.086, -0.119, 0.109], [0.020, -0.091, -0.238], [-0.173, -0.070, 0.276], [0.189, 0.146, -0.027], [0.133, -0.160, -0.103], [0.094, 0.141, -0.018], [-0.225, 0.015, -0.004], [-0.233, 0.253, -0.380], [-0.270, -0.013, 0.232], [-0.341, -0.290, 0.046], [0.071, 0.093, 0.232], [-0.019, -0.229, 0.028], [-0.157, 0.032, -0.173], [0.128, 0.144, -0.061], [-0.245, 0.021, -0.024], [-0.020, -0.148, -0.068], [-0.019, 0.301, -0.114], [0.015, -0.147, -0.021], [-0.075, 0.145, 0.281], [0.018, 0.211, 0.149], [0.259, 0.300, 0.182], [-0.276, 0.263, -0.155], [-0.275, -0.035, 0.167], [-0.078, -0.441, 0.107], [0.263, -0.144, 0.097], [-0.001, -0.074, -0.082], [-0.337, -1.123, 1.705], [0.052, 0.303, -0.992], [0.128, 0.038, 0.333], [0.384, 0.480, -0.126], [-0.114, -0.485, 0.773], [0.117, 0.747, -2.190], [-0.562, -1.626, -0.312], [0.678, 0.569, -0.539], [0.272, -0.358, 0.182], [-0.031, 0.330, -0.096], [-0.229, -0.098, 0.392], [-0.199, 1.184, 0.181], [0.031, -0.071, -0.608], [0.026, -0.191, 0.036], [-0.044, -0.226, 0.222], [-0.299, 0.156, 0.081], [0.375, 0.259, 0.043], [-0.032, -0.263, 0.311], [-0.035, -0.125, -0.256], [-0.047, 0.076, 0.185], [0.275, -0.210, 0.024], [0.344, 0.146, 0.081], [-0.063, 0.220, -0.055], [-0.378, 0.284, 0.278], [-0.195, -0.128, -0.214], [0.033, 0.289, -0.017], [0.017, -0.017, 0.418]]
}

=====

2.
{
  "formula": "C16H23Br6NO8",
  "method": "wB97M-V/def2-TZVPD",
  "e_homo_ev": -7.94,
  "lumo_ev": -1.022,
  "homo_lumo_gap_ev": 6.922,
  "largest_force_ha_per_bohr": 0.3534,
  "de_lowest_kj_mol": 2056.22,
  "species": ["C", "C", "C", "C", "C", "C", "N", "O", "O", "H", "H", "H", "H", "H", "C", "C", "O", "C", "O", "O", "C", "H", "H", "H", "H", "H", "H", "H", "H", "C", "C", "O", "C", "O", "O", "C", "H", "H", "H", "H", "H", "H", "H", "H", "C", "Br", "Br", "Br", "H", "C", "Br", "Br", "Br", "H"],
  "xyz": [[-1.503, 1.991, 0.724], [-0.163, 2.424, 0.522], [0.856, 1.556, 0.281], [0.580, 0.221, 0.043], [-0.731, -0.256, 0.213], [-1.720, 0.597, 0.650], [1.669, -0.651, -0.479], [2.824, -0.194, -0.630], [1.426, -1.834, -0.635], [-2.216, 2.762, 0.974], [0.002, 3.465, 0.756], [1.821, 2.012, 0.116], [-0.954, -1.302, 0.063], [-2.706, 0.204, 0.853], [-3.342, -1.244, 2.322], [-1.970, -1.652, 1.918], [-0.943, -0.936, 2.434], [0.356, -1.376, 2.297], [0.659, -2.455, 1.831], [1.218, -0.575, 2.836], [2.584, -0.866, 3.066], [-3.541, -1.350, 3.388], [-4.120, -1.878, 1.897], [-3.605, -0.216, 2.072], [-1.940, -1.751, 0.833], [-1.721, -2.690, 2.139], [2.909, -0.489, 4.036], [3.195, -0.416, 2.283], [2.759, -1.932, 2.918], [1.004, 0.136, -3.167], [0.147, 1.384, -3.105], [0.855, 2.335, -2.350], [0.234, 3.189, -1.576], [-0.973, 3.251, -1.235], [1.174, 4.118, -1.338], [0.863, 5.368, -0.697], [0.714, -0.343, -4.102], [0.918, -0.523, -2.303], [2.055, 0.351, -3.360], [-0.814, 1.126, -2.660], [0.132, 1.764, -4.127], [1.779, 5.889, -0.419], [0.339, 5.125, 0.228], [0.318, 6.085, -1.311], [1.376, -3.614, 0.122], [-0.508, -3.897, 0.603], [1.516, -3.506, -1.877], [2.405, -5.172, 0.830], [1.602, -2.656, 0.589], [-1.304, -2.331, -1.621], [-2.832, -1.911, -0.446], [-0.674, -0.737, -2.653], [-1.521, -3.953, -2.777], [-0.490, -2.647, -0.969]],
  "atomic_forces_ev_per_a": [[1.586, -2.377, 0.596], [-1.221, -0.702, 3.528], [0.858, 0.663, -0.046], [-0.702, -0.295, -0.521], [3.152, 1.002, -1.016], [-0.719, 3.360, -0.780], [1.073, 2.435, 1.462], [-1.555, -0.298, 0.325], [-0.426, 8.632, 0.349], [-0.392, -0.414, -0.005], [0.402, -0.346, 0.037], [0.343, -0.535, 0.137], [1.675, 1.417, -0.037], [0.550, 0.527, -0.532], [-0.981, 0.251, 1.470], [0.020, -3.228, 1.548], [4.418, 1.912, 3.145], [-1.615, -1.094, 1.156], [0.612, 3.976, 4.458], [-0.855, 2.414, 1.059], [0.673, -0.947, -1.141], [0.309, 0.054, 0.209], [0.271, -0.182, -0.368], [-0.072, -0.155, 0.276], [1.420, 0.776, 4.501], [-1.005, -0.170, 0.773], [-0.443, -0.154, -0.069], [-0.151, 0.437, -0.010], [-0.075, -0.158, 0.557], [7.186, 3.313, -2.871], [1.402, 1.498, -0.340], [0.203, 0.067, 0.302], [-2.841, 2.697, -1.070], [3.036, 0.741, -3.528], [0.182, 0.668, 0.233], [-0.243, -0.314, 0.705], [0.973, -0.192, -0.025], [4.061, 1.731, -0.928], [0.465, 0.996, -0.045], [0.165, 2.308, -0.374], [-0.622, 0.092, -0.037], [0.287, -0.589, -0.190], [-0.247, 0.555, -0.148], [-0.359, -0.545, -0.229], [0.041, -5.675, -0.731], [-0.422, -5.050, -1.722], [1.356, -5.130, -1.708], [-0.340, 0.896, -0.400], [1.132, -2.357, 0.199], [-1.727, -0.085, -2.515], [-5.360, -2.892, -8.332], [-13.808, -11.378, 3.180], [-0.943, 0.991, 0.361], [-0.726, 0.855, -0.850]]
}

=====

3.
{
  "formula": "C4H8N2O",
  "method": "wB97M-V/def2-TZVPD",
  "e_homo_ev": -9.05,
  "lumo_ev": 0.913,
  "homo_lumo_gap_ev": 9.966,
  "largest_force_ha_per_bohr": 0.0849,
  "smiles": "CCC1=NCNO1",
  "de_lowest_kj_mol": 377.62,
  "species": ["C", "C", "C", "N", "C", "N", "O", "H", "H", "H", "H", "H", "H", "H", "H"],
  "xyz": [[-2.042, -0.444, 0.857], [-1.479, -0.140, -0.489], [0.007, 0.245, -0.435], [0.865, 0.943, -1.068], [2.218, 0.841, -0.366], [2.182, -0.369, 0.371], [0.832, -0.557, 0.636], [-1.595, -1.140, 1.541], [-2.964, -0.810, 0.549], [-2.241, 0.598, 1.317], [-2.031, 0.604, -1.010], [-1.429, -1.058, -1.117], [3.100, 0.895, -1.007], [2.197, 1.628, 0.404], [2.380, -1.235, -0.185]],
  "atomic_forces_ev_per_a": [[-0.576, 3.102, 0.623], [3.830, -1.267, -0.643], [4.240, -0.700, 0.767], [-1.176, -0.012, 0.238], [-1.367, 0.486, 0.010], [-0.008, -2.243, -0.614], [-3.250, 0.647, 0.177], [0.712, -0.063, -0.050], [-2.203, -0.844, 0.295], [0.323, -1.878, -0.049], [-0.395, 0.634, -0.367], [-0.321, 0.461, 0.242], [-0.377, 0.166, -0.120], [0.221, 0.232, -0.592], [0.347, 1.278, 0.083]]
}

=====

4.
{
  "formula": "C4H6NOP",
  "method": "wB97M-V/def2-TZVPD",
  "e_homo_ev": -9.09,
  "lumo_ev": -1.918,
  "homo_lumo_gap_ev": 7.168,
  "largest_force_ha_per_bohr": 0.0802,
  "smiles": "O=C=C=P.C=NC",
  "de_lowest_kj_mol": 323.34,
  "species": ["O", "C", "C", "P", "H", "C", "N", "C", "H", "H", "H", "H", "H"],
  "xyz": [[-1.185, -2.619, 0.222], [-1.787, -1.583, 0.210], [-2.456, -0.492, 0.457], [-3.537, 0.704, -0.021], [-3.601, 1.629, 1.126], [0.073, 0.460, 0.640], [0.552, 0.417, -0.595], [1.409, -0.687, -0.895], [0.159, -0.345, 1.383], [-0.511, 1.358, 0.809], [2.337, -0.465, -0.379], [0.981, -1.746, -0.758], [1.768, -0.593, -1.912]],
  "atomic_forces_ev_per_a": [[-1.428, 2.840, -0.333], [0.571, -2.266, 0.635], [-0.969, 1.008, -0.506], [0.859, -0.980, 0.464], [0.336, -0.826, -0.361], [1.056, 0.326, -3.932], [-1.656, 0.254, 3.769], [0.460, -1.155, -0.627], [0.264, 0.372, -0.081], [0.006, -0.201, 0.637], [0.238, -0.762, 0.701], [0.719, 1.596, 0.185], [-0.456, -0.207, -0.551]]
}